# 1
A molecular structure, C22H19FN3O4PtSe. Source: the Open Molecules 2025 dataset; level of theory: the ωB97M-V functional and the def2-TZVPD basis.

The HOMO energy comes out at -10.781 eV. Its HOMO-LUMO gap is 7.0 eV. For the energy above the lowest of the compared OMol25 structures with the same formula, charge and spin, the calculation gives 28.4 kJ/mol. The max |F| comes out at 0.6 eV Å⁻¹. As for the charge: +1.

Geometry (Å):
Pt1 -0.35 0.85 -0.75
O1 3.65 -0.71 -2.62
C1 2.63 -0.25 -1.90
O2 2.44 0.91 -1.67
C2 1.82 -1.39 -1.32
C3 2.21 -2.70 -1.58
C4 1.52 -3.73 -0.96
C5 0.51 -3.41 -0.07
C6 0.19 -2.08 0.14
N1 0.78 -1.09 -0.53
C7 -0.78 -1.65 1.23
O3 -1.64 -2.56 1.69
O4 -0.74 -0.55 1.71
H1 4.16 0.05 -2.94
H2 3.04 -2.89 -2.24
H3 1.79 -4.76 -1.15
H4 0.03 -4.21 0.48
H5 -1.62 -3.38 1.19
F1 1.43 -3.30 -5.37
C8 0.73 -2.37 -4.70
C9 -0.34 -2.76 -3.93
C10 -1.04 -1.80 -3.22
C11 -0.67 -0.46 -3.27
C12 -1.39 0.57 -2.47
C13 0.41 -0.09 -4.07
C14 1.12 -1.04 -4.80
H6 -0.63 -3.81 -3.91
H7 -1.90 -2.09 -2.62
H8 -2.39 0.26 -2.19
H9 -1.42 1.52 -2.99
H10 0.70 0.95 -4.14
H11 1.95 -0.77 -5.43
C15 -3.07 1.67 2.33
N2 -1.77 2.32 2.38
C16 -1.09 2.81 1.35
Se1 -1.61 2.87 -0.46
N3 0.09 3.28 1.80
C17 0.17 3.09 3.17
C18 1.16 3.39 4.10
C19 0.89 3.06 5.42
C20 -0.31 2.44 5.79
C21 -1.29 2.13 4.86
C22 -1.02 2.47 3.54
H12 -3.36 1.57 1.29
H13 -3.81 2.27 2.86
H14 -2.99 0.68 2.78
H15 0.77 3.70 1.19
H16 2.08 3.88 3.82
H17 1.63 3.28 6.18
H18 -0.47 2.19 6.83
H19 -2.21 1.66 5.15

***

# 2
2 unconnected molecules or ions with the total composition C2HBrF3I at a distorted geometry. Source: the Open Molecules 2025 dataset; level of theory: the ωB97M-V functional and the def2-TZVPD basis.

The HOMO energy (spin up / spin down) comes out at -10.504 / -9.271 eV. Its HOMO-LUMO gap (spin up / spin down) is 9.3 / 5.8 eV. For the energy above the lowest of the compared OMol25 structures with the same formula, charge and spin, the calculation gives 181.5 kJ/mol. The max |F| comes out at 4.8 eV Å⁻¹.

Geometry (Å):
C1 0.51 0.55 -0.34
C2 0.29 -0.99 -0.03
F1 -0.79 -1.20 0.76
F2 1.32 -1.48 0.74
F3 0.17 -1.70 -1.13
Br1 0.51 1.29 -1.94
I1 -2.14 2.43 1.36
H1 0.14 1.10 0.58

***

# 3
A molecular structure, C5H8O. Source: the Open Molecules 2025 dataset; level of theory: the ωB97M-V functional and the def2-TZVPD basis.

The HOMO energy (spin up / spin down) comes out at -7.896 / -7.946 eV. Its HOMO-LUMO gap (spin up / spin down) is 8.1 / 8.3 eV. For the energy above the lowest of the compared OMol25 structures with the same formula, charge and spin, the calculation gives 440.2 kJ/mol. The max |F| comes out at 1.0 eV Å⁻¹.

Geometry (Å):
O1 0.81 0.77 1.62
C1 0.46 0.37 0.32
C2 1.21 0.84 -0.79
C3 -0.93 0.71 -0.17
C4 -1.52 -0.66 0.05
C5 -0.05 -1.10 0.12
H1 1.76 0.64 1.69
H2 1.75 1.79 -0.70
H3 1.38 0.26 -1.68
H4 -1.22 1.45 -0.90
H5 -2.01 -0.73 1.03
H6 -2.17 -1.12 -0.70
H7 0.26 -1.73 0.95
H8 0.27 -1.51 -0.84

***

# 4
C24H25FN2O in the gas phase. Source: the Open Molecules 2025 dataset; level of theory: the ωB97M-V functional and the def2-TZVPD basis.

The SMILES is O=C(NC[C@@H]1CCCN(Cc2cccc(F)c2)C1)c1cccc2ccccc12. The HOMO energy comes out at -8.183 eV. Its HOMO-LUMO gap is 8.4 eV. For the energy above the lowest of the compared OMol25 structures with the same formula, charge and spin, the calculation gives 20.8 kJ/mol. The max |F| comes out at 0.4 eV Å⁻¹.

Geometry (Å):
O1 -0.13 -0.27 1.54
C1 -0.37 -1.22 0.82
N1 0.43 -2.31 0.76
C2 1.76 -2.34 1.35
C3 2.77 -1.58 0.47
C4 4.17 -2.20 0.45
C5 5.07 -1.36 -0.46
C6 5.06 0.11 -0.03
N2 3.74 0.69 0.08
C7 3.13 1.02 -1.20
C8 1.73 1.55 -1.02
C9 0.66 1.02 -1.74
C10 -0.63 1.49 -1.55
C11 -0.88 2.49 -0.63
C12 0.19 3.02 0.07
F1 -0.04 4.01 0.96
C13 1.49 2.58 -0.12
C14 2.91 -0.12 0.95
C15 -1.56 -1.29 -0.08
C16 -1.42 -1.82 -1.35
C17 -2.49 -1.84 -2.25
C18 -3.70 -1.32 -1.89
C19 -3.89 -0.76 -0.61
C20 -5.14 -0.22 -0.23
C21 -5.31 0.33 1.01
C22 -4.25 0.36 1.92
C23 -3.03 -0.17 1.59
C24 -2.81 -0.74 0.31
H1 0.20 -3.05 0.11
H2 1.70 -1.88 2.33
H3 2.05 -3.39 1.46
H4 2.38 -1.57 -0.55
H5 4.13 -3.23 0.10
H6 4.58 -2.21 1.47
H7 6.09 -1.74 -0.43
H8 4.72 -1.45 -1.49
H9 5.64 0.71 -0.74
H10 5.53 0.20 0.95
H11 3.10 0.17 -1.90
H12 3.75 1.80 -1.65
H13 0.84 0.23 -2.45
H14 -1.44 1.06 -2.11
H15 -1.88 2.85 -0.44
H16 2.30 3.00 0.46
H17 1.93 0.34 1.05
H18 3.38 -0.12 1.94
H19 -0.47 -2.20 -1.68
H20 -2.34 -2.25 -3.24
H21 -4.53 -1.33 -2.58
H22 -5.95 -0.25 -0.94
H23 -6.27 0.75 1.29
H24 -4.40 0.79 2.89
H25 -2.21 -0.13 2.29